Record 1
ORCA calculation (the ωB97M-V functional and the def2-TZVPD basis) on a molecular structure, C4H8O2 at a distorted geometry.

Last column: Löwdin charge in e.
Cartesian coordinates (Å):
O -0.8335 -2.0151 -0.9415  -0.095
C -0.8723 -0.6786 -0.5388  -0.340
C 0.2082 -0.2423 0.3929  -0.244
C 1.4610 0.2550 -0.3351  -0.138
O 1.0821 1.6235 -0.1228  -0.104
C 0.0400 1.2279 0.7792  -0.155
H -1.7071 -1.7351 -0.3419  0.117
H -1.9351 -0.6246 0.1445  0.175
H -1.0904 0.0220 -1.3480  0.140
H 0.3515 -0.9781 1.1901  0.151
H 2.3976 0.0036 0.1751  0.121
H 1.5433 -0.0005 -1.3986  0.128
H 0.2814 1.4577 1.8229  0.121
H -0.9267 1.6847 0.5221  0.122

The energy relative to the best compared isomer or geometry (same formula, charge and spin) comes out at 106.6 kcal per mole. As for the total energy: -307.542488 Ha. The gap between HOMO and LUMO is 10.6 eV. As for the highest occupied orbital energy: -9.87 eV. The LUMO energy is 0.7 eV.


Record 2
ORCA calculation (the ωB97M-V functional and the def2-TZVPD basis) on a molecular structure, C44H47BrN3O4P2RbSe2.

Last column: Löwdin charge in e.
Cartesian coordinates (Å):
Rb -0.0933 0.0531 0.7003  0.597
C -4.4722 2.1138 -0.8739  -0.391
Se -2.5371 2.1980 -0.7427  0.913
C -2.1374 2.0602 -2.6439  -0.572
C -2.7684 0.8703 -3.3284  -0.566
Se -2.5375 -0.7949 -2.3176  0.889
C -2.9932 -1.9176 -3.8448  -0.412
H -4.8506 2.9341 -1.4840  0.019
H -4.8079 2.2045 0.1571  -0.008
H -4.7853 1.1536 -1.2817  0.003
H -1.0489 2.0076 -2.6578  0.008
H -2.4361 2.9802 -3.1518  0.067
H -2.3123 0.7040 -4.3080  0.057
H -3.8406 1.0122 -3.4723  0.053
H -3.9917 -1.6680 -4.2015  0.017
H -2.9703 -2.9513 -3.5093  -0.013
H -2.2685 -1.7819 -4.6470  0.001
C 0.8361 3.0870 2.8791  -0.195
N 0.9052 2.6854 1.4884  -0.050
C 1.7171 3.3371 0.7532  -0.145
C 1.8659 3.2231 -0.6738  -0.361
C 2.7266 4.0348 -1.4309  -0.114
C 2.4733 3.7232 -2.7686  -0.145
C 1.4907 2.7254 -2.7310  -0.251
N 1.1055 2.4168 -1.4798  0.045
C -0.2440 4.1168 3.1499  -0.198
C -0.3020 4.7394 4.3963  -0.057
C -1.2766 5.6840 4.6755  -0.110
C -2.2205 6.0146 3.7097  -0.117
C -2.1780 5.3870 2.4743  -0.075
C -1.1931 4.4488 2.1922  -0.033
H 1.7962 3.4984 3.2296  0.112
H 0.6185 2.2039 3.4893  0.114
H 2.3693 4.1026 1.2078  0.121
H 3.4153 4.7706 -1.0373  0.080
H 2.9400 4.1394 -3.6499  0.067
H 1.0518 2.2304 -3.5888  0.070
H 0.4213 4.4694 5.1593  0.112
H -1.3161 6.1499 5.6537  0.095
H -2.9975 6.7362 3.9343  0.091
H -2.9268 5.6077 1.7231  0.104
H -1.1717 3.9533 1.2314  0.070
O 1.9096 -3.3034 4.0496  -0.048
C 1.5888 -2.9488 2.9079  -0.779
O 0.8161 -2.0170 2.5521  -0.205
C 2.1608 -3.7917 1.7402  -0.269
P 1.8646 -2.9757 0.1119  1.043
C 3.0050 -4.0418 -0.8867  -0.386
C 2.8347 -5.4154 -1.0743  -0.102
C 3.7659 -6.1623 -1.7778  -0.098
C 4.9002 -5.5501 -2.3016  -0.114
C 5.0957 -4.1923 -2.1076  -0.102
C 4.1546 -3.4484 -1.4035  -0.120
C 0.2253 -3.6693 -0.3776  -0.362
C -0.0350 -4.1810 -1.6503  -0.129
C -1.3105 -4.5857 -2.0145  -0.117
C -2.3642 -4.4734 -1.1177  -0.122
C -2.1242 -3.9600 0.1485  -0.081
C -0.8451 -3.5643 0.5181  -0.088
H 1.7442 -4.8019 1.7768  0.086
H 3.2420 -3.8830 1.8692  0.080
H 1.9537 -5.8995 -0.6687  0.106
H 3.6122 -7.2262 -1.9175  0.093
H 5.6276 -6.1340 -2.8533  0.090
H 5.9756 -3.7032 -2.5081  0.099
H 4.3075 -2.3861 -1.2616  0.089
H 0.7703 -4.2637 -2.3675  0.067
H -1.4836 -4.9840 -3.0084  0.097
H -3.3641 -4.7777 -1.4054  0.096
H -2.9375 -3.8529 0.8557  0.106
H -0.6636 -3.1520 1.5049  0.089
Br -4.8683 4.8861 6.7963  0.657
C -3.7067 3.5410 6.1021  -0.674
C -2.7487 2.9883 6.9312  -0.228
N -1.8916 2.0659 6.5026  0.068
C -1.9715 1.6942 5.2235  -0.080
C -2.9052 2.2000 4.3246  -0.101
C -3.8045 3.1480 4.7827  -0.068
C -2.9414 1.7522 2.8585  -0.672
O -3.9368 2.1289 2.2041  -0.052
O -1.9750 1.0564 2.4884  -0.156
H -2.6696 3.2987 7.9677  0.088
H -1.2641 0.9498 4.8763  0.121
H -4.5349 3.5531 4.0958  0.114
C 2.2059 -2.8652 -4.4418  -0.292
P 1.7235 -1.5257 -3.2649  0.950
C 0.6433 -0.5574 -4.4009  -0.280
C 3.2335 -0.4824 -3.2444  -0.390
C 4.1611 -0.4147 -4.2816  -0.105
C 5.2843 0.3946 -4.1744  -0.106
C 5.4868 1.1544 -3.0299  -0.096
C 4.5653 1.1042 -1.9943  -0.077
C 3.4524 0.2846 -2.1009  -0.118
H 2.5195 -2.4958 -5.4202  0.024
H 1.3350 -3.5094 -4.5816  0.027
H 3.0047 -3.4667 -4.0031  0.022
H 1.1878 -0.1903 -5.2747  0.045
H 0.2156 0.2814 -3.8546  0.001
H -0.1759 -1.2044 -4.7238  0.013
H 4.0170 -0.9999 -5.1823  0.084
H 6.0016 0.4339 -4.9866  0.089
H 6.3556 1.7973 -2.9523  0.094
H 4.6917 1.7186 -1.1132  0.105
H 2.7368 0.2456 -1.2898  0.085

The energy relative to the best compared isomer or geometry (same formula, charge and spin) comes out at 0.0 kcal per mole. As for the net charge: -2. As for the total energy: -10253.925745 Ha. The gap between HOMO and LUMO is 5.9 eV. As for the highest occupied orbital energy: -2.45 eV. The LUMO energy is 3.5 eV.


Record 3
ORCA calculation (the ωB97M-V functional and the def2-TZVPD basis) on a single C3H5NS molecule at a distorted geometry.

Last column: Löwdin charge in e.
Cartesian coordinates (Å):
N -1.9251 -0.1871 -0.5322  0.070
C -0.5773 0.1151 -0.0890  -0.150
C 0.5324 -0.5315 0.3679  -0.170
C 1.7306 0.2798 0.1923  -0.702
S 3.2190 -0.1782 -0.3834  0.595
H -2.5209 0.5652 -0.2473  0.072
H -2.2990 -1.0592 -0.2700  0.062
H -0.4962 1.1914 -0.1694  0.105
H 0.7239 -1.5167 0.5905  0.066
H 1.6125 1.3213 0.5406  0.052

The energy relative to the best compared isomer or geometry (same formula, charge and spin) comes out at 26.6 kcal per mole. As for the total energy: -570.192169 Ha. The gap between HOMO and LUMO is 8.4 eV. As for the highest occupied orbital energy: -8.38 eV. The SMILES is N/C=C/C=S. The LUMO energy is 0.0 eV.